(1)
DFT (wB97M-V/def2-TZVPD) results for an isolated molecule of H2O2.

Properties
DFT total energy (eV): -4123.877
Gap between HOMO and LUMO (eV): 11.3
Largest force on an atom (eV/A): 4.4
Multiplicity: 1
Relative energy (zero: lowest compared OMol25 entry of this formula, charge and spin) (kJ/mol): 50.3

```
4
Properties=species:S:1:pos:R:3:lowdin_charge:R:1
H 1.09 0.82 0.14 0.18
H -1.18 -0.74 0.17 0.14
O 0.77 -0.19 -0.15 -0.15
O -0.68 0.11 -0.17 -0.16
```

(2)
DFT (wB97M-V/def2-TZVPD) results for the ion H2O2P with charge -1.

Properties
DFT total energy (eV): -13418.460
Gap between HOMO and LUMO (eV): 9.5
Largest force on an atom (eV/A): 2.7
Multiplicity: 1
Net charge: -1
Relative energy (zero: lowest compared OMol25 entry of this formula, charge and spin) (kJ/mol): 5.6

```
5
Properties=species:S:1:pos:R:3:lowdin_charge:R:1
O 1.58 -1.26 0.00 -0.51
O 1.60 1.26 0.00 -0.52
P 0.85 0.00 0.00 0.13
H -0.05 0.02 1.07 -0.06
H -0.20 0.08 -1.20 -0.03
```

(3)
DFT (wB97M-V/def2-TZVPD) results for an isolated molecule of H2O4S3.

Properties
DFT total energy (eV): -40725.221
Gap between HOMO and LUMO (eV): 8.8
Largest force on an atom (eV/A): 3.2
Multiplicity: 1
Relative energy (zero: lowest compared OMol25 entry of this formula, charge and spin) (kJ/mol): 45.1

```
9
Properties=species:S:1:pos:R:3:lowdin_charge:R:1
O -1.32 -1.24 -0.49 -0.40
O 1.05 -1.86 -0.83 -0.38
O -1.42 1.27 -1.25 -0.55
O 1.66 0.85 0.58 -0.63
S 0.03 1.03 -1.84 0.77
S 0.55 -0.10 1.31 0.75
S 0.06 -0.88 -0.55 0.27
H -2.06 0.63 -1.61 0.05
H 2.66 0.60 0.59 0.12
```

(4)
DFT (wB97M-V/def2-TZVPD) results for a structure of composition H2O5P2.

Properties
DFT total energy (eV): -28848.522
Gap between HOMO and LUMO (eV): 6.2
Largest force on an atom (eV/A): 3.5
Multiplicity: 1
Net charge: -2
Relative energy (zero: lowest compared OMol25 entry of this formula, charge and spin) (kJ/mol): 391.8

```
9
Properties=species:S:1:pos:R:3:lowdin_charge:R:1
O 2.17 -0.29 -0.11 -0.44
O 0.22 0.22 -2.20 -0.52
O 0.06 1.84 -0.22 -0.46
O -1.41 -1.96 0.74 -0.62
O -1.21 0.39 1.81 -0.46
P -1.57 -0.52 0.43 0.41
P 0.27 0.48 -0.70 0.29
H 1.97 -0.82 -0.88 -0.12
H -0.49 0.67 1.12 -0.09
```

(5)
DFT (wB97M-V/def2-TZVPD) results for a structure of composition H2OSn.

Properties
DFT total energy (eV): -7888.662
Gap between HOMO and LUMO (eV): 8.1
Largest force on an atom (eV/A): 2.0
Multiplicity: 1
Net charge: +2
Relative energy (zero: lowest compared OMol25 entry of this formula, charge and spin) (kJ/mol): 136.1

```
4
Properties=species:S:1:pos:R:3:lowdin_charge:R:1
Sn -0.80 -1.90 1.23 1.93
O 0.53 0.40 -0.23 -0.08
H -0.16 0.13 -0.86 0.04
H 0.42 1.37 -0.13 0.11
```

(6)
DFT (wB97M-V/def2-TZVPD) results for a cluster of 2 separate species, H2P2 in total.

Properties
DFT total energy (eV): -18605.915
Gap between HOMO and LUMO (alpha / beta) (eV): 7.9 / 7.9
Largest force on an atom (eV/A): 3.7
Multiplicity: 1
Relative energy (zero: lowest compared OMol25 entry of this formula, charge and spin) (kJ/mol): 244.6

```
4
Properties=species:S:1:pos:R:3:lowdin_charge:R:1
P 0.87 -0.26 0.26 0.18
P -1.09 0.03 0.21 0.18
H 0.66 -1.53 0.56 -0.31
H -0.45 1.76 -1.03 -0.04
```

(7)
DFT (wB97M-V/def2-TZVPD) results for an isolated molecule of H2P2.

Properties
DFT total energy (eV): -18608.407
Gap between HOMO and LUMO (eV): 8.4
Largest force on an atom (eV/A): 2.0
Multiplicity: 1
Relative energy (zero: lowest compared OMol25 entry of this formula, charge and spin) (kJ/mol): 4.2

```
4
Properties=species:S:1:pos:R:3:lowdin_charge:R:1
P -1.02 0.06 0.00 0.21
P 1.02 -0.05 0.01 0.23
H -1.14 -1.46 -0.19 -0.19
H 1.21 1.34 -0.21 -0.25
```

(8)
DFT (wB97M-V/def2-TZVPD) results for an isolated molecule of H2P2S4.

Properties
DFT total energy (eV): -61952.132
Gap between HOMO and LUMO (eV): 8.5
Largest force on an atom (eV/A): 3.1
Multiplicity: 1
Relative energy (zero: lowest compared OMol25 entry of this formula, charge and spin) (kJ/mol): 39.3

```
8
Properties=species:S:1:pos:R:3:lowdin_charge:R:1
P -1.68 -0.04 0.42 -0.04
P 0.95 -0.99 -0.50 -0.43
S 1.44 -2.73 -1.15 0.11
S 0.12 -0.78 1.44 0.12
S -0.61 0.11 -1.47 0.12
S -1.83 1.95 1.06 0.27
H 2.18 0.16 -0.53 0.04
H -0.58 2.32 0.74 -0.19
```